{
  "formula": "C18H17NPdS2",
  "method": "ωB97M-V/def2-TZVPD",
  "symbols": ["Pd", "S", "S", "N", "C", "C", "C", "C", "C", "C", "C", "C", "C", "C", "C", "C", "C", "C", "C", "C", "C", "C", "H", "H", "H", "H", "H", "H", "H", "H", "H", "H", "H", "H", "H", "H", "H", "H", "H"],
  "xyz": [[-0.14, -0.68, 0.00], [-0.16, 2.70, -3.00], [-0.91, -2.99, -0.86], [1.80, -0.47, -1.41], [-0.76, 1.75, 2.68], [2.64, 1.44, -2.67], [0.28, 0.24, 4.27], [1.57, 0.75, -2.03], [-0.08, -0.50, 1.94], [-0.87, 0.67, -1.42], [-0.17, 0.46, 2.93], [-1.46, -4.48, -1.86], [-0.43, 2.43, 4.97], [0.15, 1.19, 5.24], [-1.83, 2.50, -2.55], [3.01, -1.00, -1.53], [4.08, -0.40, -2.16], [-2.61, -2.56, -0.39], [3.89, 0.89, -2.72], [-0.87, 2.69, 3.66], [0.26, 1.24, -2.02], [-2.03, 1.42, -1.74], [-0.56, -4.96, -2.22], [5.05, -0.88, -2.22], [-2.54, 3.21, -2.95], [4.72, 1.43, -3.17], [0.51, 0.99, 6.25], [-3.03, 1.17, -1.40], [-2.52, -1.71, 0.29], [-3.08, -3.42, 0.10], [-1.09, 1.94, 1.66], [-2.06, -4.14, -2.70], [0.76, -0.71, 4.50], [2.43, 2.40, -3.10], [3.14, -1.98, -1.07], [-1.33, 3.65, 3.44], [-0.55, 3.18, 5.75], [-3.18, -2.29, -1.28], [-2.03, -5.16, -1.23]],
  "mulliken_charge": [-0.818, -0.363, 0.276, 0.114, -0.530, -0.870, -0.745, 1.040, -0.862, -0.804, 0.827, -0.964, -0.543, -0.213, -0.286, -0.396, -0.610, -0.929, -0.312, -0.361, 0.281, -0.068, 0.286, 0.331, 0.404, 0.369, 0.293, 0.352, 0.241, 0.391, 0.230, 0.240, 0.289, 0.231, 0.350, 0.319, 0.290, 0.252, 0.267],
  "energy_ha": -1674.89329,
  "e_lumo_ha": [0.1693, 0.1692],
  "charge": -2,
  "orbital_gap_ev": [2.7, 2.7],
  "de_lowest_kcal_mol": 75.6
}

{
  "formula": "C18H17NPdS2",
  "method": "ωB97M-V/def2-TZVPD",
  "symbols": ["Pd", "S", "S", "N", "C", "C", "C", "C", "C", "C", "C", "C", "C", "C", "C", "C", "C", "C", "C", "C", "C", "C", "H", "H", "H", "H", "H", "H", "H", "H", "H", "H", "H", "H", "H", "H", "H", "H", "H"],
  "xyz": [[-0.58, -0.24, -0.35], [-2.50, 1.93, -0.21], [3.56, 1.53, -0.96], [0.08, 0.25, -2.58], [-2.03, 2.28, 1.49], [0.17, 0.11, -4.98], [0.31, -4.08, 3.97], [0.67, -2.14, 2.55], [-1.04, -1.49, 0.88], [-1.36, -3.46, 2.33], [2.00, 1.14, 1.04], [-0.48, 0.02, -3.76], [-0.59, -2.34, 1.89], [2.15, 0.73, -3.76], [1.95, 0.89, -1.25], [3.27, 1.58, 0.74], [1.09, -2.99, 3.55], [-3.24, 3.55, -0.57], [1.21, 0.73, -0.07], [-0.92, -4.29, 3.33], [1.42, 0.63, -2.55], [1.55, 0.47, -4.96], [-2.91, 2.53, 2.10], [-1.57, 1.37, 1.86], [-0.36, -0.10, -5.90], [-3.61, 3.52, -1.60], [-2.49, 4.35, -0.50], [3.20, 0.99, -3.72], [-4.07, 3.78, 0.10], [1.29, -1.32, 2.22], [-1.53, -0.26, -3.72], [0.65, -4.74, 4.76], [4.04, 1.93, 1.42], [1.64, 1.10, 2.06], [-1.54, -5.13, 3.63], [2.05, -2.81, 4.02], [-1.30, 3.09, 1.53], [-2.31, -3.64, 1.84], [2.12, 0.54, -5.88]],
  "mulliken_charge": [-0.633, 0.146, -0.391, 0.039, -0.769, -0.746, -0.446, -0.246, -1.097, -0.672, 0.005, -0.383, 0.630, -0.843, 0.173, -0.624, -0.455, -0.918, -0.433, -0.253, 0.993, -0.273, 0.360, 0.129, 0.327, 0.288, 0.249, 0.189, 0.263, 0.324, 0.321, 0.333, 0.414, 0.393, 0.307, 0.344, 0.255, 0.346, 0.355],
  "energy_ha": -1674.92902,
  "multiplicity": 3,
  "s2": 2.08,
  "e_lumo_ha": [0.1731, 0.1725],
  "charge": -2,
  "orbital_gap_ev": [2.7, 4.9]
}